No. 1
C57H33F6I4N7O6S5Sc | ωB97M-V/def2-TZVPD

Highest occupied orbital energy (spin up / spin down): -0.0359 / -0.0642 Eh
Expectation value of S²: 0.986
2S+1: 2
Total energy: -7568.4263 a.u.
Charge: -2
Molecular weight: 1738.83 g mol⁻¹
LUMO energy (spin up / spin down): 2.931 / 2.931 eV

Last column: Mulliken charge in e.
Element x y z (Å)
Sc: -0.51 -0.32 -0.24  -0.92
I: -5.27 8.06 -2.36  -0.02
C: -4.19 6.29 -1.88  -0.05
C: -2.83 6.36 -1.70  -0.82
C: -2.14 5.21 -1.38  0.03
C: -2.79 3.99 -1.26  -0.56
C: -4.17 3.94 -1.47  0.35
C: -4.88 5.09 -1.77  -0.98
C: -2.04 2.76 -0.96  0.85
C: -1.89 1.86 -2.04  -0.38
C: -2.39 1.98 -3.35  -1.70
C: -1.90 0.89 -4.06  -1.52
C: -1.12 0.15 -3.16  0.31
C: -0.19 -1.01 -3.44  0.82
C: -0.29 -1.28 -4.93  0.21
C: -0.98 -2.37 -5.43  0.20
C: -1.13 -2.55 -6.79  -0.75
C: -0.57 -1.63 -7.66  -0.39
I: -0.79 -1.90 -9.75  0.00
C: 0.11 -0.53 -7.19  -0.90
C: 0.23 -0.35 -5.82  -0.08
C: 0.60 -2.72 -1.87  -0.77
N: 0.89 -2.12 -0.69  1.11
C: 1.95 -2.80 -0.16  -0.33
C: 2.67 -2.38 0.99  0.58
C: 3.94 -3.09 1.26  0.57
C: 5.16 -2.41 1.27  -0.48
C: 6.34 -3.07 1.54  -0.65
C: 6.32 -4.43 1.77  -0.08
I: 8.13 -5.46 2.20  -0.01
C: 5.13 -5.14 1.74  -0.63
C: 3.95 -4.46 1.49  -0.46
C: 2.35 -1.34 1.86  0.32
C: 3.15 -0.84 2.92  -1.48
C: 2.47 0.16 3.57  -1.62
C: 1.23 0.32 2.92  -0.22
N: 1.14 -0.63 1.91  1.40
C: 0.30 1.34 3.13  1.57
C: -0.55 1.94 2.18  0.28
C: -1.33 3.10 2.52  -1.54
C: -1.92 3.52 1.38  -1.65
C: -1.53 2.62 0.34  0.51
N: -0.69 1.65 0.85  0.18
C: 0.27 1.87 4.51  -0.85
C: -0.32 1.08 5.50  -0.09
C: -0.42 1.52 6.80  -0.67
C: 0.10 2.75 7.13  -0.10
I: -0.05 3.44 9.14  -0.01
C: 0.71 3.55 6.19  -0.69
C: 0.78 3.11 4.88  0.11
C: 2.30 -3.87 -1.02  -1.36
C: 1.41 -3.83 -2.09  -2.07
N: -1.14 0.72 -1.95  1.11
H: -2.31 7.31 -1.80  0.38
H: -1.07 5.25 -1.23  0.51
H: -4.68 3.00 -1.35  0.59
H: -5.95 5.05 -1.91  0.48
H: -3.01 2.76 -3.73  0.64
H: -2.10 0.66 -5.09  0.62
H: -1.40 -3.10 -4.75  0.16
H: -1.67 -3.40 -7.17  0.42
H: 0.53 0.20 -7.87  0.44
H: 0.74 0.53 -5.45  0.50
H: 5.18 -1.36 1.06  0.62
H: 7.28 -2.53 1.56  0.36
H: 5.11 -6.21 1.91  0.36
H: 3.02 -5.00 1.50  0.54
H: 4.14 -1.18 3.16  0.59
H: 2.82 0.77 4.37  0.58
H: -1.42 3.52 3.51  0.54
H: -2.59 4.36 1.26  0.56
H: -0.73 0.12 5.22  0.36
H: -0.91 0.90 7.55  0.39
H: 1.12 4.51 6.47  0.39
H: 1.24 3.74 4.13  0.50
H: 3.10 -4.57 -0.89  0.59
H: 1.36 -4.54 -2.90  0.55
O: 1.92 -2.85 -4.87  -0.73
C: 2.67 -1.73 -4.74  0.87
C: 3.83 -1.70 -5.52  -0.42
C: 4.73 -0.65 -5.43  -0.45
C: 4.49 0.38 -4.53  -0.77
C: 3.35 0.35 -3.75  -1.07
C: 2.39 -0.67 -3.85  0.57
C: 1.22 -0.53 -2.99  1.21
O: 1.32 0.07 -1.89  -0.65
N: -0.51 -2.25 -2.66  1.18
N: -1.50 -2.05 -1.64  0.24
C: -2.34 -2.99 -1.52  -0.12
S: -2.65 -4.18 -2.81  -0.14
C: -3.94 -5.10 -1.90  -0.60
C: -4.54 -4.19 -0.85  -0.58
S: -3.17 -3.30 -0.03  0.06
H: 1.27 -2.91 -4.15  -0.17
H: 4.01 -2.53 -6.18  0.45
H: 5.62 -0.66 -6.04  0.40
H: 5.19 1.19 -4.43  0.41
H: 3.15 1.13 -3.03  0.41
H: -3.45 -5.96 -1.44  0.34
H: -4.68 -5.45 -2.62  0.43
H: -5.08 -4.74 -0.09  0.55
H: -5.21 -3.44 -1.27  0.01
S: -0.90 -1.77 3.06  -0.46
C: -0.11 -1.31 1.69  0.61
F: -4.81 -0.36 3.01  -0.28
C: -4.09 0.54 2.34  0.24
F: -2.91 0.62 2.94  0.06
F: -4.67 1.73 2.47  -0.25
S: -3.92 0.05 0.52  0.70
O: -2.56 -0.38 0.37  -0.26
O: -4.36 1.18 -0.22  -0.46
N: -4.90 -1.17 0.34  -0.26
S: -6.39 -0.76 0.02  1.03
O: -7.20 -1.93 -0.12  -0.75
O: -6.89 0.30 0.84  -0.66
C: -6.29 -0.08 -1.75  0.69
F: -5.14 -0.42 -2.33  -0.21
F: -7.26 -0.65 -2.48  -0.30
F: -6.46 1.23 -1.87  -0.22

No. 2
C57H36N8P2S2Zr | ωB97M-V/def2-TZVPD

Highest occupied orbital energy (spin up / spin down): -0.2248 / -0.2246 Eh
ΔE to the lowest compared entry with this formula, charge and spin: 200.1 kJ/mol
Total energy: -4158.0403 a.u.
Molecular weight: 1050.28 g mol⁻¹
LUMO energy (spin up / spin down): -1.782 / -1.786 eV

Last column: Mulliken charge in e.
Element x y z (Å)
Zr: 13.88 12.83 13.23  -0.99
C: 11.12 18.77 15.13  -0.66
C: 11.93 19.27 14.14  -0.50
C: 12.70 18.45 13.33  -0.22
C: 12.76 17.12 13.63  0.73
C: 13.62 16.09 13.12  -0.39
N: 13.44 14.91 13.89  0.01
C: 12.35 15.21 14.78  0.09
N: 11.79 14.40 15.63  -0.42
C: 12.65 13.45 16.09  -0.14
C: 12.43 12.87 17.46  -0.03
C: 11.64 13.17 18.57  -0.13
C: 11.57 12.32 19.67  -0.62
C: 12.34 11.17 19.69  -0.75
C: 13.29 10.96 18.67  -0.09
C: 13.29 11.78 17.55  0.74
C: 14.07 11.79 16.36  -0.37
N: 15.15 11.02 16.29  -0.30
C: 15.94 11.16 15.21  -0.19
N: 15.90 12.14 14.22  0.01
C: 17.00 12.00 13.47  0.27
N: 17.30 12.50 12.26  -0.40
C: 16.76 13.68 11.89  -0.04
N: 15.61 14.26 12.46  0.06
C: 15.48 15.47 11.87  -0.25
N: 14.48 16.28 12.16  -0.48
C: 16.47 15.70 10.89  0.60
C: 16.90 16.83 10.18  -0.12
C: 18.12 16.77 9.46  -0.48
C: 18.90 15.63 9.51  -0.65
C: 18.42 14.47 10.12  -0.42
C: 17.27 14.51 10.85  0.45
C: 17.92 11.11 14.16  0.01
C: 19.30 10.84 13.96  -0.21
C: 19.96 9.98 14.89  -0.64
C: 19.25 9.41 15.94  -0.56
C: 17.89 9.70 16.13  -0.31
C: 17.21 10.47 15.21  0.35
N: 13.61 12.73 15.44  0.12
C: 11.95 16.58 14.63  0.22
C: 11.09 17.38 15.33  -0.23
H: 10.38 19.48 15.62  0.31
H: 11.91 20.35 13.97  0.40
H: 13.18 18.85 12.46  0.55
H: 11.03 14.06 18.68  0.51
H: 11.03 12.56 20.61  0.34
H: 12.20 10.46 20.52  0.38
H: 13.97 10.08 18.71  0.43
H: 16.31 17.77 10.16  0.40
H: 18.39 17.68 8.86  0.34
H: 19.74 15.66 8.83  0.34
H: 18.83 13.48 10.04  0.47
H: 19.75 11.22 13.08  0.54
H: 21.00 9.63 14.67  0.32
H: 19.78 8.77 16.66  0.37
H: 17.36 9.21 16.95  0.48
H: 10.41 16.92 16.07  0.46
S: 12.89 13.75 10.75  -0.61
P: 11.40 12.46 11.16  2.40
C: 11.97 11.52 12.52  -1.79
P: 12.69 9.89 12.62  1.58
S: 14.77 10.10 12.37  -0.71
C: 11.97 8.52 11.75  1.33
C: 12.81 7.80 10.84  -0.44
C: 12.25 6.73 10.14  -0.66
C: 10.96 6.36 10.39  -0.55
C: 10.15 6.97 11.31  -1.11
C: 10.65 8.11 12.00  -0.28
C: 12.39 9.23 14.32  1.20
C: 11.05 9.20 14.78  -0.65
C: 10.67 8.47 15.90  -1.07
C: 11.64 7.67 16.54  -0.51
C: 12.93 7.67 16.12  -0.88
C: 13.29 8.47 15.00  -0.34
C: 10.93 11.47 9.72  0.49
C: 11.94 11.16 8.79  -0.41
C: 11.66 10.26 7.78  -0.75
C: 10.43 9.62 7.72  -0.35
C: 9.44 9.83 8.71  -0.75
C: 9.75 10.74 9.75  -0.32
C: 9.96 13.48 11.51  -0.07
C: 9.57 14.38 10.55  -0.55
C: 8.36 15.05 10.64  -0.67
C: 7.49 14.79 11.69  -0.48
C: 7.85 13.88 12.66  -0.73
C: 9.13 13.27 12.63  -0.07
H: 13.86 8.11 10.70  0.36
H: 12.88 6.25 9.42  0.45
H: 10.71 5.45 9.91  0.42
H: 9.13 6.62 11.41  0.38
H: 9.97 8.69 12.63  0.51
H: 10.35 9.76 14.15  0.43
H: 9.63 8.53 16.30  0.38
H: 11.38 7.16 17.45  0.39
H: 13.68 6.99 16.52  0.43
H: 14.32 8.55 14.66  0.41
H: 12.89 11.70 8.86  0.39
H: 12.41 10.12 7.02  0.46
H: 10.11 9.04 6.79  0.29
H: 8.49 9.35 8.64  0.50
H: 8.99 11.02 10.50  0.35
H: 10.36 14.67 9.80  0.30
H: 8.11 15.77 9.87  0.41
H: 6.50 15.25 11.75  0.39
H: 7.16 13.52 13.42  0.42
H: 9.47 12.67 13.46  0.41

No. 3
C57H38AuN8P2 | ωB97M-V/def2-TZVPD

Highest occupied orbital energy (spin up / spin down): -0.3250 / -0.3316 Eh
ΔE to the lowest compared entry with this formula, charge and spin: 104.6 kJ/mol
Total energy: -3451.1131 a.u.
Charge: +1
Molecular weight: 1093.90 g mol⁻¹
LUMO energy (spin up / spin down): -4.270 / -4.157 eV

Last column: Mulliken charge in e.
Element x y z (Å)
Au: 0.52 0.34 0.51  2.15
C: -5.53 1.02 2.73  -0.60
C: -5.30 2.38 2.52  -0.71
C: -4.05 2.84 2.14  -0.29
C: -3.04 1.91 1.97  0.69
C: -1.69 2.04 1.50  -0.20
N: -1.10 3.17 1.24  -0.58
C: 0.09 3.26 0.71  -0.23
C: 0.83 4.48 0.55  0.33
C: 0.62 5.79 0.98  -0.27
C: 1.60 6.72 0.72  -0.67
C: 2.78 6.38 0.04  -0.65
C: 2.99 5.10 -0.42  -0.32
C: 2.01 4.15 -0.16  0.27
C: 1.94 2.74 -0.44  -0.17
N: 2.72 2.13 -1.29  -0.55
C: 2.68 0.83 -1.51  -0.74
N: 2.19 -0.05 -0.52  -0.33
C: 2.56 -1.29 -0.69  -0.32
N: 2.13 -2.43 -0.16  0.31
C: 1.15 -2.59 0.76  -0.40
N: 0.28 -1.56 1.00  -0.58
C: -0.69 -2.02 1.86  -0.13
N: -1.80 -1.40 2.19  -0.53
C: -2.03 -0.14 1.92  0.04
N: -1.13 0.77 1.44  -0.34
C: -3.27 0.54 2.21  0.12
C: -4.52 0.08 2.59  -0.16
C: -0.34 -3.35 2.27  0.30
C: -0.89 -4.21 3.21  -0.24
C: -0.26 -5.42 3.43  -0.70
C: 0.89 -5.78 2.72  -0.78
C: 1.45 -4.95 1.77  -0.41
C: 0.83 -3.71 1.55  0.44
C: 2.58 -1.14 -3.04  2.29
C: 2.91 -1.63 -4.41  -1.24
C: 3.36 -0.79 -5.36  -0.69
C: 3.67 0.57 -5.07  -0.81
C: 3.52 1.08 -3.81  -0.70
C: 3.03 0.29 -2.77  -0.05
N: 0.82 2.23 0.15  -0.44
H: -6.52 0.70 3.01  0.44
H: -6.11 3.08 2.65  0.44
H: -3.85 3.89 1.97  0.55
H: -0.29 6.05 1.51  0.58
H: 1.48 7.74 1.06  0.43
H: 3.53 7.14 -0.12  0.43
H: 3.89 4.82 -0.94  0.56
H: -4.70 -0.97 2.76  0.58
H: -1.77 -3.93 3.76  0.57
H: -0.65 -6.11 4.17  0.42
H: 1.36 -6.73 2.93  0.42
H: 2.35 -5.22 1.25  0.51
H: 2.70 -2.67 -4.59  0.48
H: 3.53 -1.16 -6.36  0.48
H: 4.07 1.18 -5.87  0.46
H: 3.78 2.10 -3.58  0.54
C: -2.69 -2.43 -2.82  -1.44
P: -1.46 -1.38 -1.91  1.49
C: -1.64 0.20 -2.83  0.25
C: -1.88 1.36 -2.10  0.05
C: -2.04 2.57 -2.73  -0.44
C: -1.97 2.64 -4.12  -0.99
C: -1.73 1.49 -4.85  -0.98
C: -1.56 0.28 -4.22  -0.17
C: 0.16 -1.97 -2.58  1.04
C: 1.06 -1.03 -2.89  -1.33
C: 3.20 -1.92 -1.88  0.01
C: 2.64 -3.26 -1.30  0.20
C: 1.56 -3.97 -2.03  -1.69
C: 0.46 -3.40 -2.52  -1.21
P: -4.35 -2.21 -1.97  -0.20
C: -5.45 -2.90 -3.26  0.69
C: -6.74 -2.38 -3.37  -0.47
C: -7.61 -2.87 -4.32  -0.62
C: -7.22 -3.90 -5.16  -0.52
C: -5.95 -4.45 -5.03  -0.60
C: -5.07 -3.96 -4.08  -0.40
C: -4.67 -0.43 -2.30  0.58
C: -4.91 0.40 -1.21  -0.71
C: -5.19 1.74 -1.40  -0.12
C: -5.25 2.26 -2.69  -0.90
C: -5.03 1.43 -3.78  -0.49
C: -4.75 0.09 -3.59  -0.29
H: -2.42 -3.47 -2.64  0.77
H: -2.72 -2.23 -3.90  0.66
H: -1.95 1.30 -1.02  -0.18
H: -2.24 3.46 -2.16  0.62
H: -2.11 3.58 -4.62  0.41
H: -1.68 1.54 -5.93  0.46
H: -1.35 -0.61 -4.80  0.46
H: 0.70 -0.01 -2.99  0.60
H: 4.29 -1.89 -1.95  0.46
H: 3.42 -3.94 -0.97  0.73
H: 1.66 -5.05 -2.08  0.49
H: -0.30 -4.05 -2.94  0.61
H: -7.05 -1.58 -2.71  0.38
H: -8.61 -2.46 -4.40  0.41
H: -7.90 -4.28 -5.91  0.38
H: -5.65 -5.26 -5.68  0.39
H: -4.10 -4.41 -3.99  0.34
H: -4.87 -0.02 -0.22  0.52
H: -5.38 2.38 -0.55  0.41
H: -5.48 3.30 -2.84  0.42
H: -5.10 1.83 -4.78  0.47
H: -4.60 -0.55 -4.45  0.48

No. 4
C57H48N10O4P4Se2Y | ωB97M-V/def2-TZVPD

Highest occupied orbital energy: -0.3564 Eh
ΔE to the lowest compared entry with this formula, charge and spin: 16.5 kJ/mol
Total energy: -9256.0535 a.u.
Charge: +1
Molecular weight: 1307.80 g mol⁻¹
LUMO energy: -2.596 eV

Last column: Mulliken charge in e.
Element x y z (Å)
Y: 0.38 0.34 -0.04  -0.06
O: 4.29 3.72 -3.33  -0.56
C: 4.70 3.69 -2.07  0.43
O: 5.66 4.31 -1.69  -0.61
C: 3.96 2.80 -1.13  0.32
C: 4.37 2.59 0.18  -0.56
N: 3.46 1.79 0.75  -0.20
N: 2.48 1.48 -0.09  0.93
C: 2.77 2.08 -1.24  -0.57
C: 1.80 1.85 -2.36  1.00
O: 2.02 2.26 -3.49  -0.83
O: 0.75 1.20 -1.98  -0.40
H: 3.53 3.10 -3.48  0.42
H: 5.24 2.95 0.70  0.62
H: 3.44 1.37 1.67  0.05
Se: 3.80 -3.65 5.40  -0.34
P: 3.50 -4.02 3.37  0.15
C: 5.01 -4.28 2.41  0.53
C: 5.21 -3.73 1.14  -0.14
C: 6.39 -3.96 0.45  -0.71
C: 7.38 -4.76 1.01  -0.63
C: 7.19 -5.30 2.28  -0.73
C: 6.02 -5.06 2.98  -0.26
C: 2.48 -5.49 3.10  0.68
C: 1.10 -5.39 3.27  -0.27
C: 0.30 -6.51 3.15  -0.66
C: 0.87 -7.75 2.91  -0.80
C: 2.25 -7.87 2.79  -0.64
C: 3.05 -6.74 2.88  -0.35
C: 2.66 -2.65 2.49  0.60
C: 1.92 -2.45 1.32  -1.08
N: 1.70 -1.12 1.25  1.83
N: 2.27 -0.53 2.29  -0.38
N: 2.85 -1.43 3.05  -1.08
P: 1.26 -3.38 -0.07  0.77
Se: 0.76 -1.97 -1.65  -0.51
C: 2.45 -4.56 -0.69  0.93
C: 2.48 -5.86 -0.18  -0.13
C: 3.44 -6.75 -0.64  -0.93
C: 4.37 -6.35 -1.58  -0.70
C: 4.34 -5.06 -2.09  -0.84
C: 3.38 -4.16 -1.65  -0.86
C: -0.22 -4.25 0.48  0.98
C: -0.70 -5.35 -0.22  -0.21
C: -1.90 -5.94 0.15  -1.03
C: -2.63 -5.42 1.21  -0.87
C: -2.16 -4.31 1.90  -0.15
C: -0.96 -3.72 1.54  -0.21
H: 4.44 -3.10 0.69  0.39
H: 6.53 -3.52 -0.53  0.47
H: 8.30 -4.94 0.47  0.41
H: 7.97 -5.91 2.73  0.41
H: 5.89 -5.45 3.98  0.45
H: 0.66 -4.43 3.50  0.60
H: -0.78 -6.42 3.27  0.55
H: 0.25 -8.64 2.84  0.43
H: 2.71 -8.84 2.63  0.46
H: 4.12 -6.83 2.76  0.36
H: 1.75 -6.19 0.55  0.21
H: 3.46 -7.76 -0.24  0.53
H: 5.12 -7.05 -1.94  0.42
H: 5.06 -4.75 -2.84  0.48
H: 3.35 -3.16 -2.05  0.28
H: -0.14 -5.75 -1.06  0.60
H: -2.26 -6.80 -0.40  0.49
H: -3.56 -5.88 1.50  0.48
H: -2.73 -3.91 2.73  0.44
H: -0.58 -2.87 2.09  -0.38
C: -2.74 3.19 0.75  -1.47
P: -1.53 2.49 -0.45  1.63
C: -2.42 2.07 -1.97  -0.11
C: -2.36 0.75 -2.40  -0.08
C: -3.06 0.34 -3.52  -0.91
C: -3.83 1.26 -4.22  -0.71
C: -3.89 2.58 -3.81  -0.89
C: -3.19 2.99 -2.68  0.14
C: -0.42 3.89 -0.83  0.57
C: -0.14 4.32 -2.12  -0.72
C: 0.83 5.30 -2.33  -0.59
C: 1.53 5.84 -1.27  -0.66
C: 1.25 5.41 0.03  -0.72
C: 0.29 4.44 0.24  -0.60
P: -4.53 2.83 0.40  0.00
C: -4.44 1.01 0.15  0.56
C: -5.19 0.43 -0.86  -0.88
C: -5.07 -0.93 -1.14  -1.03
C: -4.18 -1.71 -0.42  -0.27
C: -3.43 -1.14 0.60  -0.68
C: -3.57 0.20 0.90  0.09
C: -5.16 2.98 2.12  0.61
C: -5.67 1.91 2.85  -0.04
C: -6.17 2.12 4.14  -0.76
C: -6.15 3.39 4.70  -0.46
C: -5.64 4.45 3.97  -0.69
C: -5.16 4.25 2.69  -0.49
H: -2.63 4.27 0.78  1.06
H: -2.46 2.81 1.74  0.59
H: -1.78 0.00 -1.87  0.20
H: -3.01 -0.69 -3.84  0.55
H: -4.38 0.95 -5.11  0.41
H: -4.48 3.30 -4.36  0.46
H: -3.24 4.02 -2.36  0.51
H: -0.66 3.89 -2.97  0.38
H: 1.04 5.62 -3.34  0.42
H: 2.29 6.59 -1.44  0.44
H: 1.80 5.83 0.87  0.45
H: 0.09 4.10 1.26  0.33
H: -5.85 1.05 -1.46  0.43
H: -5.66 -1.37 -1.94  0.41
H: -4.07 -2.77 -0.65  0.46
H: -2.74 -1.76 1.17  -0.07
H: -3.01 0.64 1.71  0.88
H: -5.70 0.92 2.43  0.36
H: -6.57 1.28 4.69  0.40
H: -6.53 3.54 5.70  0.39
H: -5.64 5.45 4.40  0.40
H: -4.80 5.10 2.12  0.35
N: 1.15 2.35 4.28  -0.70
N: 0.30 1.40 3.71  0.93
N: -0.21 0.41 4.39  -1.18
C: -0.82 -0.28 3.44  -0.45
N: -0.70 0.32 2.25  0.46
N: 0.04 1.40 2.45  0.16
H: 1.07 2.25 5.29  0.33
H: 0.84 3.27 4.00  0.23
H: -1.37 -1.19 3.62  0.55